1.
Below is a structure of composition C25H28F5O2Tb at a distorted geometry, with properties calculated with the ωB97M-V functional and the def2-TZVPD basis.

Cartesian coordinates (Å):
O  0.000741  -0.204307  -4.863509
C  -0.037035  1.136400  -5.482105
C  -0.226536  0.577096  -6.889403
H  0.914801  1.664332  -5.325765
H  -0.875770  1.720088  -5.085931
C  -0.098453  -0.798213  -6.197696
H  0.574213  0.786875  -7.599721
H  -1.207505  0.743277  -7.328839
C  1.199846  -1.488597  -6.595891
H  2.021825  -0.758661  -6.547782
H  1.129508  -1.845986  -7.633297
H  1.406864  -2.353087  -5.948641
C  -1.306047  -1.715471  -6.353518
H  -2.234921  -1.196523  -6.078136
H  -1.187928  -2.630259  -5.751673
H  -1.384964  -2.025100  -7.407932
Tb  -0.147459  -0.210820  2.420090
C  -2.239667  -0.858887  3.785014
C  -2.184606  0.544831  3.941422
C  -2.416679  1.151554  2.673709
H  -2.056211  1.074693  4.886715
C  -2.597142  0.106382  1.716783
C  -2.496989  -1.142068  2.406186
H  -2.647693  -2.130749  1.955389
H  -2.179286  -1.593664  4.592006
H  -2.532585  2.224001  2.481688
H  -2.874306  0.233843  0.665927
C  0.881974  -2.139415  3.992560
C  -0.023066  -2.750517  3.073124
C  0.478333  -2.558672  1.751293
H  -0.896496  -3.337860  3.343902
C  1.714953  -1.830062  1.855317
C  1.958040  -1.581519  3.245616
H  2.853830  -1.124920  3.663269
H  0.804663  -2.184855  5.076902
H  0.058749  -2.979064  0.838981
H  2.390021  -1.599096  1.029239
O  0.037126  0.234881  0.111458
C  -0.349695  -0.708064  -0.955947
C  -0.620543  0.146168  -2.170985
H  -1.232629  -1.274832  -0.628245
H  0.490126  -1.401894  -1.107379
C  0.147939  1.447955  -1.963384
H  -1.692514  0.360569  -2.255222
H  -0.299262  -0.374532  -3.067035
C  0.245813  1.605699  -0.460863
H  -0.349062  2.294294  -2.440149
H  1.150760  1.344058  -2.387919
H  -0.553047  2.238331  -0.055356
H  1.221936  1.965123  -0.114291
F  -0.226580  0.077113  6.327885
C  0.594951  1.010422  5.761174
C  0.726831  1.080397  4.394717
C  1.582416  2.026977  3.879802
F  1.756750  2.054220  2.501153
C  2.296169  2.926118  4.682278
F  3.094174  3.867714  4.136752
C  2.156342  2.832112  6.067295
F  2.828971  3.671420  6.879604
C  1.302976  1.870151  6.611516
F  1.153029  1.780572  7.947840

Forces on the atoms, in the same order (eV/Å):
0.04 0.68 -1.76
0.14 -0.06 0.58
-0.09 -0.41 0.42
-0.31 -0.09 0.07
0.22 -0.04 -0.02
0.13 -0.54 -0.73
-0.19 0.08 0.05
0.06 0.15 -0.04
0.00 -0.05 0.11
-0.12 -0.37 0.11
-0.02 0.09 0.24
0.04 0.29 -0.12
0.12 -0.04 0.01
0.26 -0.19 0.02
-0.10 0.33 -0.08
0.01 0.12 0.30
0.31 0.83 1.34
-0.62 0.11 -0.24
-0.57 0.07 -0.14
-0.15 -0.31 -0.17
0.03 -0.26 -0.47
-0.73 -0.15 0.51
-0.64 0.42 -0.11
0.14 0.54 0.28
0.16 0.37 -0.40
0.25 -0.52 0.08
0.25 -0.04 0.43
-0.03 -0.44 -0.84
1.05 -0.12 -0.08
0.72 -0.26 0.51
0.16 0.32 -0.11
0.17 -0.84 0.63
-0.12 -0.65 -0.73
-0.39 0.06 -0.15
-0.07 0.26 -0.34
0.05 0.20 0.27
-0.28 0.04 0.31
0.18 0.72 -1.13
0.33 0.40 0.55
-0.58 -0.15 0.10
0.30 0.20 0.07
-0.18 0.22 0.11
0.47 -0.33 -0.12
0.11 -0.09 0.03
-0.24 0.18 0.23
-0.33 -0.72 0.66
0.10 -0.03 0.09
-0.07 0.12 -0.01
0.15 -0.11 0.00
-0.29 -0.14 -0.02
0.34 0.41 -0.07
0.54 0.54 0.09
0.15 -0.02 -0.79
0.04 0.09 1.31
-0.08 0.12 0.28
-0.13 -0.19 -0.60
-0.12 -0.23 0.29
-0.12 -0.06 -0.08
-0.24 -0.28 -0.33
-0.40 -0.40 -0.07
0.18 0.15 -0.34

Results
- spin multiplicity = 7
- strongest force on any atom (eV/Å) = 1.89
- DFT total energy (eV) = -66494.430
- charge = 0

2.
Below is a cluster of 14 separate species, C48H124O6 in total at a distorted geometry, with properties calculated with the ωB97M-V functional and the def2-TZVPD basis.

Cartesian coordinates (Å):
C  2.185519  -5.363285  0.661273
C  1.991405  -4.286334  1.758978
C  3.318149  -3.938124  2.507869
C  3.012851  -2.691210  3.409399
C  3.839502  -2.523994  4.728524
C  3.408193  -1.253417  5.414631
H  2.231941  -6.363175  1.044553
H  2.998518  -5.275416  -0.034790
H  1.324580  -5.300935  0.006798
H  1.725822  -3.347093  1.286939
H  1.217129  -4.594797  2.501776
H  4.245814  -3.792301  1.973217
H  3.617606  -4.749755  3.185423
H  3.125152  -1.771103  2.850144
H  1.965979  -2.765428  3.663782
H  3.793374  -3.416988  5.395700
H  4.892905  -2.397794  4.508852
H  2.287781  -1.208202  5.564986
H  4.096807  -1.095767  6.249911
H  3.576359  -0.431890  4.672500
C  -0.187306  4.110411  4.146646
C  -1.675235  4.246806  3.678032
C  -2.377661  2.899544  3.936238
C  -2.834063  2.531916  5.333274
C  -3.486456  1.075410  5.437594
C  -3.895246  0.740963  6.865629
H  0.229372  3.156629  3.729897
H  -0.168464  4.087847  5.269056
H  0.425710  4.845662  3.696016
H  -2.096053  5.130169  4.189501
H  -1.672761  4.573907  2.640290
H  -1.734721  2.085333  3.506170
H  -3.246483  2.840172  3.286071
H  -2.054524  2.489722  6.050268
H  -3.655775  3.233589  5.541685
H  -4.360535  1.121418  4.780932
H  -2.789678  0.329201  4.918985
H  -4.397493  -0.202441  6.909885
H  -3.017450  0.646508  7.556832
H  -4.526582  1.568140  7.269691
C  2.777719  3.137131  -6.630550
C  3.476291  2.479343  -5.390767
C  4.761943  3.100542  -4.874118
C  5.426581  2.414361  -3.657804
C  6.358864  3.400019  -3.005546
C  6.802701  2.782998  -1.668527
H  1.738635  2.803123  -6.684601
H  3.349541  2.956771  -7.488382
H  2.762350  4.193225  -6.514135
H  2.753896  2.500835  -4.569102
H  3.778298  1.449775  -5.566150
H  4.476598  4.146630  -4.563323
H  5.468281  3.232599  -5.674086
H  4.616116  1.977265  -3.022586
H  5.931469  1.494039  -3.994329
H  7.189360  3.611707  -3.727923
H  6.008258  4.381563  -2.828673
H  6.312336  3.302349  -0.812111
H  6.514459  1.768748  -1.579953
H  7.857667  2.853012  -1.461564
C  5.577241  -0.536322  1.785711
C  4.833008  0.197746  0.744958
C  4.879011  -0.360185  -0.670034
C  4.101164  -1.675879  -0.815957
C  3.646906  -1.774612  -2.292280
C  2.561056  -2.797517  -2.586978
H  5.266098  -1.602715  1.828698
H  5.434902  -0.172596  2.803687
H  6.667937  -0.469276  1.510483
H  3.813723  0.292682  0.937140
H  5.258114  1.223558  0.657915
H  5.944981  -0.517467  -1.012601
H  4.585073  0.344139  -1.376791
H  4.635024  -2.496780  -0.508791
H  3.166529  -1.593897  -0.217284
H  3.284011  -0.696783  -2.584120
H  4.505415  -1.948472  -2.884050
H  1.665764  -2.290059  -2.294386
H  2.595768  -3.165390  -3.637157
H  2.612559  -3.749208  -2.055376
C  -0.267183  -3.265853  5.967953
C  -0.995321  -2.885730  4.670820
C  -2.006529  -3.912330  4.261476
C  -2.910771  -3.546471  3.092309
C  -3.859667  -2.443304  3.434993
C  -4.969745  -2.415892  2.278689
H  0.375557  -2.474738  6.375933
H  0.336991  -4.137949  5.858436
H  -1.120861  -3.433227  6.660728
H  -1.609668  -1.986845  4.825104
H  -0.248979  -2.762285  3.885064
H  -2.656396  -4.162746  5.105353
H  -1.424484  -4.715225  3.865195
H  -2.344798  -3.350951  2.199849
H  -3.475634  -4.394121  2.846114
H  -4.431930  -2.736101  4.320875
H  -3.286277  -1.503900  3.627573
H  -4.452087  -2.278433  1.309089
H  -5.368778  -3.453840  2.216073
H  -5.766282  -1.608615  2.478474
C  0.733977  0.724619  -4.498982
C  -0.462827  -0.193373  -4.294528
C  -0.399599  -1.452698  -5.204232
C  -1.099671  -2.712286  -4.655524
C  -0.902864  -3.953271  -5.505176
C  -1.131087  -5.262678  -4.778194
H  0.526888  1.623323  -3.947385
H  0.910958  1.051086  -5.512433
H  1.685771  0.414501  -4.053868
H  -0.486304  -0.434716  -3.257708
H  -1.396148  0.337969  -4.542357
H  0.638785  -1.707337  -5.339712
H  -0.839210  -1.198171  -6.202504
H  -0.790252  -2.974598  -3.598044
H  -2.137735  -2.522358  -4.463631
H  -1.427741  -4.013177  -6.554487
H  0.199504  -3.933239  -5.833705
H  -1.200130  -6.066254  -5.449467
H  -0.333791  -5.306314  -3.955909
H  -2.091691  -5.300808  -4.295275
C  -0.544255  -1.536833  -0.128302
C  0.396499  -0.409050  0.036713
C  -0.262554  0.976898  0.184674
C  0.822493  2.029971  0.446381
C  1.800398  2.139157  -0.686353
C  2.734434  3.365338  -0.598730
H  -0.043089  -2.470104  -0.192000
H  -1.105881  -1.356149  -1.018767
H  -1.298486  -1.478416  0.624890
H  1.001905  -0.624431  0.907328
H  1.118102  -0.427089  -0.782540
H  -1.036117  0.956360  1.053684
H  -0.779254  1.308769  -0.764086
H  0.381789  3.060509  0.477996
H  1.339621  1.942130  1.399651
H  2.404443  1.272590  -0.840866
H  1.179978  2.257160  -1.628631
H  2.504835  4.090216  0.192305
H  3.802746  3.079434  -0.432916
H  2.673539  3.892917  -1.556290
C  -4.438865  -0.513784  -2.280691
C  -5.665894  -1.380802  -2.484040
C  -6.815050  -1.196819  -1.480396
C  -7.690926  -2.486948  -1.366674
C  -7.227212  -3.582301  -0.471515
C  -8.091846  -4.864416  -0.598454
H  -3.861817  -0.464899  -3.173303
H  -3.840931  -0.878984  -1.492465
H  -4.708414  0.520006  -2.047052
H  -5.989947  -1.212443  -3.482950
H  -5.387667  -2.466064  -2.322333
H  -7.454454  -0.328510  -1.620924
H  -6.279716  -1.029959  -0.521506
H  -8.685032  -2.179160  -1.159065
H  -7.787337  -2.872729  -2.416996
H  -6.209467  -3.789424  -0.638437
H  -7.290690  -3.321536  0.606628
H  -8.066754  -5.362390  -1.586721
H  -7.594989  -5.611348  0.031647
H  -9.133903  -4.680816  -0.225939
O  -0.920198  7.130719  0.257672
H  -1.256618  7.961394  0.435132
H  -1.568640  6.456845  0.386190
O  -1.809302  3.716226  -1.450612
H  -1.218325  3.011284  -1.737074
H  -1.387920  4.491235  -1.929529
O  -0.006762  6.046043  -2.123236
H  -0.212675  6.505393  -1.338065
H  0.259158  6.658024  -2.866385
O  -2.875957  5.352580  0.436683
H  -2.669563  4.536770  -0.014386
H  -3.557258  5.137466  1.053550
O  1.394391  4.732235  -3.868472
H  1.042562  4.912965  -3.022727
H  2.346581  4.692100  -3.775967
O  -2.251526  9.734803  1.181775
H  -1.859149  10.559629  1.437730
H  -2.562656  9.205670  1.926078

Forces on the atoms, in the same order (eV/Å):
-1.24 0.57 0.16
2.21 -0.51 -0.39
-0.92 0.24 2.05
1.12 -1.10 0.51
-0.63 -0.78 -0.81
-0.55 0.82 -0.99
-0.02 -0.55 0.44
0.86 0.62 0.11
-0.48 -0.30 -0.14
-0.58 0.15 -0.14
0.55 0.29 -0.62
-0.16 0.25 -1.05
-0.39 -0.14 0.02
0.03 0.28 -0.35
-0.43 0.11 0.33
-0.31 0.51 -0.49
0.37 -0.16 -0.33
1.32 -0.18 0.63
-0.84 0.34 0.36
0.06 -0.36 0.66
-1.17 -1.50 0.24
1.37 0.03 0.97
0.23 -0.60 -1.41
-1.58 -1.36 -0.70
1.09 0.93 -1.49
1.00 0.87 0.48
-0.40 0.52 0.61
0.42 0.11 -1.09
0.64 1.19 0.09
-0.27 -0.57 0.21
-0.14 -0.57 -0.29
-0.18 0.63 0.47
-0.48 0.06 -0.07
0.82 0.74 0.82
0.49 -0.01 0.74
-0.16 -0.26 0.13
-0.75 0.80 1.07
-0.60 -0.48 0.09
-0.55 0.19 -0.65
0.26 -0.76 -0.25
0.26 -0.80 2.25
-0.19 -0.05 -0.04
-0.98 1.54 0.58
-1.80 -0.01 -1.45
1.73 -1.56 0.19
0.07 1.72 0.83
0.28 -0.09 -0.33
0.52 -0.55 -1.55
-0.13 1.08 0.30
0.07 -0.24 -0.03
-0.65 -0.47 -0.34
0.48 -0.64 -0.15
0.52 0.00 -0.45
0.48 0.83 0.08
0.34 0.41 0.07
-0.27 -0.55 0.67
-1.21 0.88 0.12
0.19 -0.26 -0.57
-0.18 -1.13 -0.09
0.51 0.02 -0.06
1.32 -1.47 0.27
1.27 1.77 -1.72
2.34 -2.20 1.12
-2.38 2.92 -1.55
-0.58 1.39 0.57
0.61 -0.47 -0.64
0.37 0.44 -0.15
0.04 0.32 -0.10
-0.90 -0.35 0.57
-1.93 0.33 0.83
-0.38 -0.35 0.32
-0.67 -0.14 0.59
-1.20 1.40 -1.01
1.27 -2.06 0.74
0.49 -0.17 0.01
0.42 -2.01 0.33
1.08 -0.18 -0.80
-1.14 -0.24 -0.30
-0.47 0.85 0.40
0.32 0.23 0.59
-1.58 1.02 0.31
0.10 0.73 0.44
0.03 -0.20 -0.85
0.75 0.75 1.09
-1.44 0.38 -1.26
0.72 0.86 0.85
-0.27 -0.06 -0.20
0.26 -0.84 -0.06
0.95 -0.20 0.18
0.84 0.36 0.03
-0.25 0.42 -0.28
0.29 -0.41 0.03
0.19 -1.43 0.42
0.50 0.48 -0.47
-0.92 -1.48 -0.28
0.34 0.27 0.31
-0.93 -0.45 -0.34
-0.45 0.38 0.34
-0.22 0.88 0.25
1.10 -1.43 -0.57
-0.11 0.49 0.59
0.07 -0.35 -1.69
-0.79 0.02 0.39
0.18 0.01 0.89
1.28 -0.29 -2.66
0.84 1.43 1.87
-0.13 0.82 0.22
-0.01 -0.22 -0.45
-0.20 -0.64 -0.26
-0.22 -0.53 0.94
0.29 0.01 0.27
0.53 -0.09 -0.27
0.46 -0.23 0.67
0.42 0.39 -1.01
-0.95 0.23 -0.33
0.46 0.67 2.03
-1.31 -0.12 0.44
0.77 -1.35 -0.79
-1.08 -0.64 -1.20
-0.55 0.36 0.50
-0.85 0.76 -0.49
0.52 0.73 0.07
-0.34 0.13 0.78
-0.80 1.38 0.08
-0.34 1.19 -1.27
0.80 -0.10 -0.14
0.22 -1.01 0.11
-0.41 -0.24 -1.04
-0.41 -0.51 0.98
0.30 0.28 0.59
-0.07 0.25 -0.21
1.15 0.04 -1.51
0.22 -0.72 0.93
-0.12 -0.80 0.22
0.02 -0.46 0.22
0.34 -0.80 -0.01
0.63 -0.23 0.77
-0.30 -0.26 -0.12
-0.78 0.10 -0.20
0.28 0.11 0.23
-1.13 0.74 0.04
0.00 -1.10 1.03
0.80 -0.79 1.13
0.50 1.12 -2.09
-1.70 -0.55 1.09
0.49 -0.20 0.31
0.66 -0.11 -0.74
0.84 -0.38 1.01
-0.09 -0.01 0.06
-0.57 -0.31 -0.95
-0.04 1.02 -0.72
0.12 0.14 -0.37
-0.55 -0.04 -0.07
-1.08 0.16 0.63
0.20 0.04 0.69
1.44 -0.48 -0.38
0.04 0.30 -0.57
-0.33 0.73 0.18
-0.45 0.00 0.27
0.90 -0.30 -0.53
2.89 -1.73 -0.95
-1.34 2.67 0.54
-1.31 -0.65 0.38
0.96 1.13 -1.13
-0.16 -0.28 0.22
-0.71 -0.73 0.78
0.74 -0.62 -3.13
-0.47 1.61 1.88
-0.66 -0.78 1.55
0.07 0.53 -0.04
0.36 -0.70 -0.62
-0.67 -0.09 0.68
0.66 -0.59 -2.05
-0.58 0.35 1.78
0.19 -0.03 0.04
-0.37 -1.06 -0.85
0.14 0.32 0.71
0.25 0.66 0.16

Results
- strongest force on any atom (eV/Å) = 4.07
- DFT total energy (eV) = -64070.698
- charge = 0

3.
Below is the molecule C15H17BrN2O at a distorted geometry, with properties calculated with the ωB97M-V functional and the def2-TZVPD basis.

Cartesian coordinates (Å):
Br  -4.414580  1.543654  -4.392205
C  -3.313656  2.229387  -3.047863
C  -2.610264  3.391653  -2.972084
C  -1.963253  3.346352  -1.712528
C  -2.326008  2.170044  -1.121084
C  -1.907469  1.531970  0.168650
N  -0.705787  0.727316  0.072539
C  0.487951  1.445764  -0.319470
C  1.711442  0.628680  0.136812
N  1.458888  -0.792777  0.006513
C  1.648870  -1.633616  1.087417
C  0.850534  -2.756939  1.323202
C  1.112090  -3.603541  2.383246
C  2.166775  -3.358738  3.244557
C  2.969975  -2.253510  3.019733
C  2.723595  -1.408240  1.957141
C  0.498928  -1.083956  -1.025263
C  -0.882600  -0.494458  -0.697519
O  -3.151842  1.479965  -1.946370
H  -2.564254  4.165164  -3.709764
H  -1.321130  4.097853  -1.301689
H  -2.711513  0.881568  0.522712
H  -1.730190  2.314833  0.910735
H  0.496378  2.413526  0.185001
H  0.527682  1.635051  -1.405692
H  2.587440  0.918815  -0.460412
H  1.911775  0.856420  1.184680
H  0.006549  -2.974450  0.687985
H  0.473962  -4.461338  2.542220
H  2.362621  -4.020103  4.074729
H  3.806445  -2.051677  3.673657
H  3.387196  -0.574388  1.785406
H  0.877470  -0.636852  -1.951977
H  0.434114  -2.159313  -1.186796
H  -1.463985  -1.185702  -0.079288
H  -1.434148  -0.328420  -1.636931

Forces on the atoms, in the same order (eV/Å):
0.13 0.06 0.20
0.04 0.49 -0.52
-0.43 -0.59 -0.23
-0.17 -0.54 0.41
0.54 0.81 0.31
-0.04 -0.10 -0.20
0.13 -0.01 0.15
0.09 -0.16 -0.02
0.17 0.27 -0.09
-0.06 0.04 -0.10
0.17 -0.18 0.09
-0.10 0.05 -0.16
0.06 -0.05 0.10
0.01 -0.13 0.12
-0.03 0.00 0.05
-0.01 0.11 0.02
-0.18 0.00 -0.01
0.00 -0.19 -0.02
-0.24 -0.27 -0.05
-0.04 0.12 -0.19
0.16 0.13 0.18
-0.02 0.11 0.08
-0.11 -0.03 -0.06
0.04 0.03 -0.06
-0.01 0.07 0.08
-0.02 0.09 0.12
0.00 -0.01 -0.08
-0.09 0.02 -0.08
-0.05 -0.05 0.00
0.02 -0.06 0.06
0.07 0.02 0.03
0.05 0.06 -0.05
-0.08 -0.10 0.03
0.01 0.07 -0.07
-0.04 -0.04 -0.11
0.06 -0.03 0.05

Results
- SMILES = Brc1ccc(CN2CCN(c3ccccc3)CC2)o1
- strongest force on any atom (eV/Å) = 1.02
- DFT total energy (eV) = -90899.869
- charge = 0

Q: The lowest DFT total energy belongs to which entry?
A: C15H17BrN2O